Entry 1:
Below is one molecule with the formula H4SSi2 in a non-equilibrium geometry, with properties calculated with ωB97M-V/def2-TZVPD.

```
7
Properties=species:S:1:pos:R:3:forces:R:3
Si 0.0279 0.3156 1.2205 0.43 1.08 -0.40
Si -0.2242 -0.3163 -0.9993 -0.39 -1.41 1.83
S -1.9921 -0.2929 0.8664 1.97 0.02 -1.07
H 1.0028 -0.6066 1.8869 -0.44 0.21 0.02
H 0.4461 1.8242 1.5789 -0.68 -1.68 -0.38
H -0.8581 0.4709 -2.0049 -0.32 0.56 -0.67
H 0.2018 -1.7198 -1.5688 -0.57 1.22 0.66
```
Positions in Å, forces in eV/Å.

Its LUMO energy is -0.18 eV. The value obtained for the HOMO energy is -9.090 eV. The value obtained for the calculated total energy is -26654.2596 eV. The gap between HOMO and LUMO comes out at 0.3274 Eh. The energy relative to the best compared isomer or geometry (same formula, charge and spin) comes out at 13.71 kcal per mole. As for the SMILES: [SiH2]1[SiH2]S1.

---

Entry 2:
Below is a 27-piece molecular cluster, H54O27 overall in a non-equilibrium geometry, with properties calculated with ωB97M-V/def2-TZVPD.

```
81
Properties=species:S:1:pos:R:3:forces:R:3
O -0.4032 3.5836 4.0001 0.32 -0.07 0.31
H -0.1488 3.5733 3.0773 -0.02 -0.05 -0.25
H -1.1523 4.1785 4.0358 -0.27 0.07 -0.01
O -0.7992 -2.1194 5.2891 -0.22 -0.69 -0.57
H -1.2716 -2.3866 6.0776 -0.02 -0.13 0.16
H -0.6413 -1.1831 5.4096 0.20 0.61 0.48
O 3.4060 1.8077 2.1862 0.41 0.45 -0.12
H 2.6733 2.4106 2.3118 -0.15 0.21 0.06
H 2.9981 0.9440 2.1240 -0.19 -0.09 -0.16
O 1.3346 -2.7885 3.6839 0.59 -0.29 -1.00
H 1.2538 -3.7351 3.8006 0.04 -0.23 0.05
H 0.6444 -2.4190 4.2346 -0.67 0.30 0.75
O 2.9494 -2.7775 -2.5545 0.52 -0.41 0.10
H 3.5308 -3.1079 -3.2394 0.18 -0.02 -0.25
H 2.5012 -3.5560 -2.2241 -0.33 -0.31 0.04
O 2.4741 4.6759 -0.5227 -0.37 0.52 0.37
H 2.8142 3.8216 -0.7887 0.12 -0.41 -0.50
H 3.0244 4.9337 0.2168 0.09 0.14 0.16
O 2.8551 1.3631 -4.4047 -0.12 -0.38 0.03
H 2.3182 2.0811 -4.7401 -0.31 0.38 -0.03
H 2.9377 0.7599 -5.1433 0.27 -0.03 -0.17
O -5.3104 -0.8765 3.6758 -0.41 -0.11 0.12
H -4.9345 -0.8972 4.5558 0.03 0.08 0.22
H -4.5547 -0.7962 3.0938 0.41 -0.13 -0.18
O -4.2705 -2.1586 -0.7934 -0.40 -0.03 0.68
H -3.7980 -1.7363 -1.5109 0.30 0.51 -0.61
H -4.5595 -2.9958 -1.1563 -0.07 -0.18 0.10
O -0.2277 0.4430 6.0125 -0.32 -0.19 0.73
H -0.2490 0.5408 5.0605 0.29 0.53 -0.79
H 0.2958 1.1837 6.3182 0.07 0.14 0.07
O 0.3308 -3.8529 -4.0894 0.21 -0.48 0.11
H 0.3944 -2.8979 -4.1032 0.06 0.53 0.21
H -0.4918 -4.0452 -4.5395 -0.29 -0.17 0.00
O 0.7058 -1.2961 -5.2734 -0.02 0.37 0.12
H 1.6249 -1.1476 -5.4955 0.34 -0.13 0.00
H 0.3970 -1.9177 -5.9325 -0.20 -0.20 -0.35
O -1.1187 -2.2526 1.5775 0.22 -0.10 -0.18
H -0.2471 -2.3866 1.9496 0.50 -0.13 0.39
H -1.6890 -2.1374 2.3375 -0.47 0.18 0.23
O 2.7161 -0.7339 2.5418 0.56 -0.21 -0.70
H 3.6210 -0.8218 2.8413 0.34 0.19 0.33
H 2.3432 -1.6094 2.6447 -0.49 -0.73 0.42
O 0.3868 0.2738 3.3795 -0.72 -0.01 0.11
H -0.2465 0.2873 2.6619 -0.34 0.23 -0.30
H 1.2130 0.0239 2.9658 0.55 0.00 0.09
O -0.9120 1.4384 -2.5846 -0.32 -0.24 0.32
H -0.6118 1.3059 -3.4839 -0.07 0.40 -0.56
H -0.3567 0.8625 -2.0590 0.19 -0.25 0.56
O -0.1958 -0.0062 0.0560 0.09 0.63 0.19
H -0.6857 -0.7175 0.4688 -0.49 -0.16 0.26
H 0.4798 -0.4475 -0.4590 0.47 -0.06 -0.50
O -2.4143 5.2232 0.0501 -0.46 0.82 0.31
H -2.3712 4.3276 -0.2850 0.34 -0.45 -0.03
H -1.6536 5.6597 -0.3332 0.19 0.07 -0.06
O -2.6567 -1.0460 -2.8626 -0.61 -0.25 -0.45
H -2.0955 -1.6744 -2.4085 0.56 -0.36 0.40
H -2.1731 -0.2208 -2.8243 0.19 0.68 0.09
O -1.7294 2.6749 -0.2674 -0.40 0.04 0.31
H -2.1468 2.2549 -1.0195 0.11 -0.27 -0.38
H -0.8906 2.2230 -0.1753 0.30 -0.21 -0.03
O -1.3605 -2.7607 -1.0741 0.27 -0.28 -0.81
H -0.8980 -3.5702 -1.2913 0.08 -0.21 -0.26
H -1.2020 -2.6375 -0.1382 -0.33 0.10 0.69
O -3.0787 2.4282 2.2558 -0.34 -0.06 0.63
H -2.7220 3.1835 1.7883 0.05 0.18 -0.31
H -2.8584 1.6782 1.7034 0.27 -0.10 -0.27
O 4.5285 -1.2463 -0.2196 0.27 0.15 -0.02
H 3.9284 -1.4267 0.5041 -0.30 0.15 0.24
H 4.5459 -2.0588 -0.7251 -0.05 -0.16 -0.24
O -3.3598 -0.4560 1.5007 0.38 0.20 0.58
H -4.1485 0.0851 1.5375 -0.34 0.37 -0.18
H -3.5299 -1.0807 0.7957 -0.26 -0.55 -0.62
O 1.4801 -0.6786 -2.1878 -0.74 0.66 0.26
H 1.6254 -0.1380 -2.9642 0.08 0.40 -0.11
H 2.0469 -1.4393 -2.3155 0.37 -0.32 -0.04
O -0.5041 1.2802 -5.2063 0.12 0.30 -0.30
H -0.3649 1.7310 -6.0391 -0.17 0.32 -0.13
H -0.0355 0.4509 -5.3010 0.06 -0.75 -0.06
O 3.5230 2.5672 -1.9474 0.16 0.16 0.23
H 3.9030 1.9363 -1.3359 0.16 -0.28 0.27
H 3.2640 2.0417 -2.7043 -0.04 -0.18 -0.22
```
Positions in Å, forces in eV/Å.

Its LUMO energy is -1.12 eV. The value obtained for the HOMO energy is -10.155 eV. The value obtained for the calculated total energy is -56161.5982 eV. The gap between HOMO and LUMO comes out at 0.3322 Eh. The energy relative to the best compared isomer or geometry (same formula, charge and spin) comes out at 71.81 kcal per mole.

---

Entry 3:
Below is a 28-piece molecular cluster, H56O28 overall in a non-equilibrium geometry, with properties calculated with ωB97M-V/def2-TZVPD.

```
84
Properties=species:S:1:pos:R:3:forces:R:3
O 8.9734 9.5305 8.0845 -0.15 1.98 0.76
H 9.1410 8.6202 7.8405 0.25 -1.32 -0.71
H 8.0315 9.5647 8.2514 0.02 0.11 -0.09
O 8.6268 11.4154 11.1832 -0.20 -0.62 0.13
H 8.3250 10.7524 10.5623 0.10 -0.41 -0.25
H 8.2323 12.2309 10.8741 -0.38 0.56 0.18
O 13.7302 11.0357 7.8987 -0.15 0.33 -0.48
H 14.5827 10.6073 7.8215 0.50 -0.05 0.12
H 13.2509 10.5037 8.5339 -0.33 -0.42 0.49
O 12.7004 13.5690 8.8107 -0.46 0.40 0.06
H 13.0837 12.8128 8.3662 0.32 -0.25 -0.21
H 12.8927 13.4255 9.7373 0.17 0.08 0.32
O 10.5186 6.3883 13.6885 0.69 -0.50 0.11
H 10.1070 7.2295 13.8864 -0.44 0.42 0.11
H 10.0201 6.0458 12.9466 -0.21 -0.04 -0.17
O 14.3927 11.8999 13.8026 0.56 0.31 0.45
H 14.7991 11.0465 13.6517 0.12 -0.19 -0.01
H 13.6905 11.9493 13.1539 -0.67 -0.09 -0.49
O 11.4327 10.3691 9.9275 0.46 -0.01 -0.16
H 11.0303 10.4049 9.0597 -0.48 0.11 -0.32
H 11.0611 9.5854 10.3323 -0.05 -0.31 0.11
O 8.9472 8.7957 13.9506 -0.11 -0.66 0.16
H 9.6263 9.4353 13.7365 0.36 0.68 0.17
H 8.2641 8.9427 13.2963 -0.31 -0.15 0.02
O 10.6699 14.0176 11.2823 -0.06 0.53 0.21
H 11.2260 13.3037 10.9705 0.28 -0.23 0.07
H 9.7787 13.7344 11.0782 -0.31 0.22 -0.13
O 11.9111 8.3772 6.0514 -0.51 -0.66 -0.63
H 11.9659 9.3326 6.0740 -0.32 0.51 -0.19
H 12.1177 8.1037 6.9452 0.75 -0.17 0.48
O 9.5989 14.0493 5.4691 -0.20 -0.45 -0.86
H 10.0318 14.4092 6.2432 0.44 0.56 0.38
H 8.6842 14.3165 5.5597 -0.22 -0.10 -0.06
O 9.4507 7.1852 7.2488 -0.68 -0.15 -0.25
H 9.7225 6.8297 8.0949 0.30 -0.65 0.56
H 10.2710 7.3649 6.7893 0.55 0.26 -0.75
O 10.7308 15.2368 7.5895 -0.33 0.32 -0.09
H 11.2364 14.8930 8.3261 0.72 -0.53 0.37
H 10.1060 15.8420 7.9890 -0.14 0.25 0.03
O 9.4548 12.4482 7.9922 -0.23 0.11 0.70
H 9.5208 11.5367 7.7074 -0.19 -0.54 -0.19
H 10.0821 12.9174 7.4422 0.14 0.21 -0.21
O 10.5510 6.1464 9.5374 0.79 -0.02 -0.62
H 10.9690 5.2890 9.4576 0.15 -0.29 -0.17
H 9.9312 6.0450 10.2597 -0.54 0.44 0.84
O 12.9139 7.6939 8.4251 -0.46 0.28 0.08
H 12.3241 7.1299 8.9254 -0.47 -0.09 0.37
H 13.7763 7.2919 8.5293 0.78 -0.10 0.07
O 8.6659 6.0452 11.4227 0.73 -0.72 -0.46
H 8.2452 5.2807 11.0294 -0.24 -0.31 -0.02
H 7.9595 6.4970 11.8844 -0.65 0.48 0.49
O 15.3204 6.6751 9.4300 -0.08 0.13 -0.23
H 15.6710 5.8737 9.0412 0.23 -0.23 -0.15
H 14.8969 6.3845 10.2378 -0.06 0.00 0.41
O 6.5319 9.2432 10.1125 0.21 0.10 -0.01
H 6.3152 9.5357 9.2273 -0.25 -0.04 -0.29
H 6.0303 9.8225 10.6862 -0.26 0.39 0.15
O 8.0907 13.7574 10.1005 -0.53 0.27 0.47
H 8.5986 13.2621 9.4579 0.66 -0.36 -1.24
H 7.8711 14.5751 9.6541 -0.15 0.20 0.06
O 10.1305 11.1504 13.2965 0.96 -0.03 0.50
H 10.0700 11.9630 13.7986 0.06 0.20 0.36
H 9.4341 11.2193 12.6434 -0.55 0.19 -0.82
O 6.7610 7.6566 12.2854 0.07 0.03 0.61
H 5.8102 7.7604 12.3250 -0.25 -0.18 0.10
H 7.0361 8.2349 11.5739 0.01 0.10 -0.62
O 14.4210 13.6730 5.9912 -0.13 0.13 0.03
H 14.4471 12.7783 6.3303 0.07 -0.22 0.23
H 14.7295 13.5966 5.0883 0.09 0.05 -0.26
O 11.5570 11.1175 6.0443 -0.36 -0.04 -0.02
H 11.6999 11.4502 5.1582 -0.01 0.28 -0.29
H 12.3898 11.2640 6.4928 0.62 0.19 0.46
O 15.6287 13.3704 11.1481 -0.07 0.20 -0.26
H 16.2967 13.9360 11.5356 0.19 0.16 0.06
H 14.9638 13.2816 11.8310 -0.28 -0.21 0.45
O 8.9295 10.3368 4.8508 -0.39 -0.05 -0.31
H 9.6478 10.9368 4.6502 -0.02 0.19 0.06
H 9.2211 9.8659 5.6315 0.16 -0.14 0.30
O 16.4855 11.1753 9.8271 0.12 -0.88 -0.61
H 16.1177 11.9248 10.2954 -0.26 0.65 0.36
H 17.4307 11.2512 9.9574 0.17 -0.06 -0.01
O 12.4325 11.9962 11.7886 1.15 0.63 -0.02
H 12.5172 11.4214 11.0279 -0.11 -0.44 -0.29
H 11.5935 11.7536 12.1804 -0.67 -0.32 0.49
```
Positions in Å, forces in eV/Å.

Its LUMO energy is -0.58 eV. The value obtained for the HOMO energy is -10.484 eV. The value obtained for the calculated total energy is -58242.3833 eV. The gap between HOMO and LUMO comes out at 0.3638 Eh. The energy relative to the best compared isomer or geometry (same formula, charge and spin) comes out at 49.73 kcal per mole.

---

Entry 4:
Below is a 29-piece molecular cluster, H58O29 overall in a non-equilibrium geometry, with properties calculated with ωB97M-V/def2-TZVPD.

```
87
Properties=species:S:1:pos:R:3:forces:R:3
O 12.0502 3.8380 15.3170 -0.85 0.15 0.25
H 12.0668 3.5038 14.4129 0.11 -0.20 -0.04
H 11.0808 3.9786 15.4604 0.70 0.11 0.11
O 12.4573 3.1591 21.8159 -1.04 -0.34 0.25
H 13.0510 3.8167 21.4642 0.66 0.06 -0.32
H 12.9256 2.3229 21.9659 0.43 0.29 -0.19
O 13.5845 -1.2866 19.6774 -0.91 0.30 -0.69
H 14.4115 -1.7161 19.4292 -0.29 0.07 -0.28
H 13.0391 -1.1176 18.8426 1.17 -0.37 1.03
O 6.0704 -0.2161 19.3998 1.16 -0.55 0.46
H 6.7310 -0.7587 19.9584 -1.36 0.82 -0.76
H 5.1694 -0.4940 19.5994 0.32 -0.15 0.12
O 3.4898 -0.0040 14.5317 0.34 0.83 1.09
H 4.2785 0.3387 15.0266 -1.01 -0.30 -0.70
H 2.7587 0.5145 14.9298 0.63 -0.48 -0.42
O 13.3384 -0.0080 12.8056 0.15 -0.21 0.00
H 13.8668 0.5108 12.1825 -0.36 -0.11 0.30
H 12.6145 0.5602 13.1290 0.07 0.27 -0.20
O 11.1657 1.7207 13.5963 0.36 -0.09 -1.28
H 10.8318 1.4683 14.4458 -0.40 -0.24 1.53
H 10.4333 1.4251 13.0361 -0.04 0.25 -0.34
O 8.3062 1.2725 12.2387 0.42 0.43 -0.32
H 8.1702 0.5130 12.8094 -0.13 -0.70 0.12
H 8.6498 0.9148 11.4088 -0.20 0.07 0.23
O 4.7124 3.6691 18.8136 0.37 0.20 -1.08
H 5.4920 3.8307 18.2487 -0.41 -0.01 0.42
H 5.0810 3.2131 19.5631 0.20 -0.35 0.58
O 9.8393 -4.0987 18.1224 -0.78 0.44 -0.42
H 9.8536 -3.5266 17.3054 -0.14 -0.53 0.70
H 8.9278 -4.0639 18.4850 0.78 -0.03 -0.59
O 5.5896 4.5060 14.3073 -1.31 0.26 0.58
H 5.1688 4.9572 13.5603 0.55 -0.29 0.25
H 6.5004 4.2655 14.1053 0.86 -0.10 -0.60
O 10.2902 -2.3246 15.8663 -0.07 -0.93 -0.28
H 10.7718 -2.7786 15.1355 -0.15 0.58 1.00
H 10.9563 -1.9352 16.4632 -0.02 0.09 -0.56
O 14.0982 0.7374 21.9281 1.69 -0.02 -0.20
H 15.0842 0.8691 21.9014 -1.47 0.09 0.29
H 13.9998 0.0449 21.2589 -0.35 -0.15 -0.24
O 12.3489 -0.9129 17.0375 1.48 0.27 -1.12
H 12.6092 0.0192 16.8820 -0.78 0.20 0.74
H 12.8495 -1.3057 16.2756 -0.63 -0.34 0.60
O 7.3177 1.1021 16.8868 -1.11 -0.46 0.47
H 6.8000 0.5765 17.5536 0.58 0.36 -0.54
H 6.6292 1.4301 16.2543 0.32 0.01 0.56
O 13.9739 4.2775 19.3588 -0.86 0.22 0.42
H 13.3984 3.9924 18.6331 0.56 -0.01 0.10
H 14.8821 4.0804 19.1545 0.27 -0.21 -0.46
O 8.2456 3.7842 13.7768 -0.44 0.76 -0.22
H 8.4027 2.8698 13.5949 0.05 -0.95 -0.66
H 8.8171 3.9908 14.5392 -0.31 0.06 0.14
O 9.7714 0.7515 15.8305 0.02 -0.44 -0.19
H 10.3056 0.3720 16.5436 0.03 0.35 -0.16
H 8.8591 0.7709 16.1700 -0.14 0.25 0.25
O 8.3674 3.3940 18.2467 -0.49 -1.71 0.26
H 9.1197 3.0895 18.8042 -0.16 0.61 -0.16
H 7.9423 2.5274 17.9760 0.38 1.04 0.02
O 10.8021 -3.0159 20.3913 0.46 0.41 0.35
H 10.6657 -3.5219 19.5775 -0.36 -0.10 -0.48
H 11.7640 -2.9230 20.4241 -0.05 0.13 0.23
O 10.7373 -0.0270 20.9442 -1.21 -0.62 -0.29
H 11.6521 0.1497 21.1175 0.74 0.00 0.11
H 10.6669 -0.9617 20.6574 0.39 0.40 0.20
O 11.7628 1.8731 17.4435 1.00 0.81 -0.76
H 11.4304 2.2441 18.2787 -0.11 -0.14 -0.01
H 12.0279 2.6242 16.8370 -0.56 -0.91 0.58
O 12.8601 -2.5078 14.5534 1.48 -0.35 -0.18
H 13.8043 -2.7942 14.4508 -1.28 0.23 0.21
H 12.7287 -1.9936 13.7444 -0.02 0.36 -0.05
O 6.3011 6.1977 17.0015 -0.31 -1.13 -0.30
H 6.4509 5.6383 17.7865 -0.06 0.44 -0.51
H 5.8837 5.6024 16.3262 0.55 0.70 0.62
O 5.0087 2.2329 16.0061 0.46 -1.81 0.48
H 4.6679 2.4332 16.8732 -0.38 0.34 0.54
H 4.8669 2.9639 15.4360 -0.13 1.56 -1.12
O 9.2742 4.3610 16.0207 0.90 0.82 -0.33
H 9.0553 5.2785 16.2053 -0.02 0.28 -0.13
H 8.9220 3.9037 16.7948 -0.22 -0.58 0.83
O 8.0190 -1.4087 21.0483 -1.06 0.11 -0.05
H 8.6443 -1.9728 20.6045 0.68 -0.35 -0.10
H 8.4864 -0.6147 21.3042 0.48 0.22 0.16
O 8.6317 -0.9782 13.8830 0.03 0.33 0.18
H 9.0261 -0.4922 14.6226 0.46 0.75 -0.05
H 8.6140 -1.8119 14.3393 -0.36 -1.04 -0.18
O 10.5597 2.6045 19.8284 0.03 0.18 0.72
H 10.0249 1.9808 20.3578 0.69 0.09 -0.31
H 11.2682 2.9209 20.4571 -0.59 -0.24 -0.18
```
Positions in Å, forces in eV/Å.

Its LUMO energy is -0.29 eV. The value obtained for the HOMO energy is -10.690 eV. The value obtained for the calculated total energy is -60324.4281 eV. The gap between HOMO and LUMO comes out at 0.3821 Eh. The energy relative to the best compared isomer or geometry (same formula, charge and spin) comes out at 21.38 kcal per mole.

---

Question: energy relative to the best compared isomer or geometry (same formula, charge and spin) of number 4 (H58O29)?
Answer: 21.38 kcal per mole

---

Question: The lowest calculated total energy belongs to which entry?
Answer: H58O29

---

Question: What is the gap between HOMO and LUMO in the first record?
Answer: 0.3274 Eh

---

Question: Which value of gap between HOMO and LUMO does entry 4 give?
Answer: 0.3821 Eh